Record 1
# C25H55Ca2N2O10P

C25H55Ca2N2O10P as an isolated structure in a non-equilibrium geometry (wB97M-V/def2-TZVPD, the Open Molecules 2025 dataset).

Summary:
DFT total energy: -96437.81734 eV
2S+1: 2
net charge: +1
E_LUMO (spin up / spin down): -3.55 / -5.45 eV

Last column: Löwdin charge in e.
Geometry (Å):
Ca 1.9767 -3.6389 0.4803  1.540
Ca -1.7481 -3.3794 0.4376  1.606
P 0.0550 -4.1035 2.6049  0.126
O 0.0827 -5.6134 3.1260  -0.068
O -1.3441 -3.4284 2.5404  -0.492
O 0.0631 -4.6288 1.1261  -0.597
O 1.2939 -3.2211 2.4993  -0.455
O 0.1184 -0.0883 -1.3851  0.166
C -0.2814 -1.1560 -0.7571  -0.844
O 0.4075 -2.1728 -0.5048  -0.175
O -1.4511 -1.2025 -0.3916  -0.100
H -0.6926 0.3601 -1.1345  0.085
C -1.9540 2.0699 -2.3741  -0.203
C -1.8841 3.2241 -3.2970  -0.159
C -3.3460 3.6376 -3.4596  -0.143
O -4.0645 2.4162 -3.1564  -0.117
C -3.3933 1.7804 -2.0999  -0.226
H -1.4537 2.2507 -1.4228  0.098
H -1.5374 1.1668 -2.8203  0.102
H -1.3669 2.9759 -4.2238  0.116
H -1.2348 3.9940 -2.8801  0.108
H -3.5681 3.9850 -4.4687  0.126
H -3.6117 4.3791 -2.7062  0.124
H -3.6032 0.7214 -1.9500  0.117
H -3.6696 2.1708 -1.1204  0.108
C -0.6625 -1.9442 -4.7283  -0.174
C -1.9926 -2.2026 -4.1059  -0.175
C -2.2080 -3.6898 -4.4330  -0.175
O -0.8772 -4.2273 -4.2990  -0.156
C 0.1246 -3.1945 -4.3517  -0.179
H -0.1732 -1.0395 -4.3675  0.109
H -0.7796 -1.8162 -5.8044  0.124
H -2.8410 -1.6025 -4.4350  0.123
H -1.9864 -2.0561 -3.0258  0.091
H -2.4711 -3.8505 -5.4785  0.120
H -2.9701 -4.2320 -3.8733  0.114
H 0.9116 -3.4819 -5.0490  0.126
H 0.5040 -3.0231 -3.3444  0.090
C 1.4532 3.6842 -0.4095  -0.175
C 1.2650 2.7902 0.8028  -0.179
C -0.0241 3.3813 1.3971  -0.187
O 0.0012 4.7647 1.0295  -0.112
C 1.0493 5.0206 0.1311  -0.224
H 0.7467 3.3732 -1.1790  0.098
H 2.4409 3.5815 -0.8589  0.119
H 2.0878 2.7554 1.5168  0.111
H 1.2203 1.7761 0.4055  0.083
H -0.0094 3.2756 2.4819  0.111
H -0.9155 2.8758 1.0254  0.104
H 1.8866 5.4721 0.6634  0.122
H 0.7567 5.7199 -0.6522  0.123
C -2.6591 2.7215 5.3447  -0.085
C -3.3223 1.7042 4.3767  -0.227
N -2.3563 1.1500 3.3576  -0.170
C -1.1588 0.5341 4.0340  -0.229
C -0.0945 -0.0526 3.1004  -0.079
C -3.0724 0.2197 2.4568  -0.249
C -4.2624 0.9260 1.7434  -0.073
H -2.0451 3.4271 4.7850  0.072
H -2.0403 2.2345 6.0983  0.063
H -3.3883 3.3270 5.8829  0.071
H -3.7566 0.8394 4.8784  0.110
H -4.1394 2.2585 3.9149  0.100
H -1.4065 -0.1599 4.8373  0.116
H -0.6481 1.3653 4.5202  0.096
H -0.3611 -0.9870 2.6066  0.032
H 0.8686 -0.2162 3.5839  0.076
H 0.0386 0.6994 2.3226  0.056
H -2.4036 -0.3503 1.8118  0.070
H -3.4756 -0.5591 3.1041  0.102
H -4.0502 1.9909 1.6482  0.074
H -4.3215 0.5502 0.7219  0.048
H -5.1853 0.6897 2.2731  0.075
C 3.6879 -1.6779 -2.2143  -0.061
C 3.5264 -1.0853 -0.8201  -0.249
N 3.7147 -2.0141 0.3043  -0.313
C 5.1198 -2.4567 0.4647  -0.208
C 5.6061 -3.5216 -0.5837  -0.060
C 3.2697 -1.3270 1.5524  -0.292
C 4.0118 -0.0683 1.9731  -0.050
H 3.0504 -2.5510 -2.3532  0.063
H 4.7082 -1.9483 -2.4863  0.065
H 3.3280 -0.9437 -2.9351  0.089
H 4.1853 -0.2188 -0.7647  0.122
H 2.5088 -0.6966 -0.7805  0.094
H 5.7609 -1.5752 0.4769  0.121
H 5.1968 -2.9086 1.4536  0.120
H 6.3669 -4.1753 -0.1572  0.077
H 4.7678 -4.1656 -0.8496  0.060
H 6.0861 -3.1063 -1.4698  0.068
H 3.3198 -1.9720 2.4296  0.108
H 2.2091 -1.1629 1.3619  0.086
H 5.0026 -0.3728 2.3102  0.082
H 3.4546 0.3661 2.8031  0.084
H 4.0284 0.6596 1.1619  0.071


Record 2
# C25H55N7OP

A 2-piece molecular cluster, C25H55N7OP overall in a non-equilibrium geometry (wB97M-V/def2-TZVPD, the Open Molecules 2025 dataset).

Summary:
DFT total energy: -48578.76343 eV
2S+1: 1
net charge: +1
E_LUMO: -2.59 eV

Last column: Löwdin charge in e.
Geometry (Å):
C -3.6359 -0.4869 0.4751  -0.100
C -3.8423 0.8274 -0.2829  -0.255
C -2.6694 1.7995 -0.2084  -0.227
C -2.2197 2.1526 1.2269  -0.215
C -0.8504 1.5875 1.5820  -0.229
C -0.5181 1.6709 3.0917  -0.191
C -0.4651 0.3106 3.7905  -0.203
C 0.9441 -0.2765 3.9111  -0.194
C 1.7997 -0.1668 2.6443  -0.202
C 3.2810 0.1670 2.8983  -0.193
C 3.9013 1.0968 1.8664  -0.207
C 3.6669 0.7103 0.4126  -0.204
C 4.5554 -0.4472 -0.0568  -0.190
C 3.8085 -1.3900 -0.9941  -0.209
C 2.7443 -2.1857 -0.2418  -0.164
C 2.2005 -3.3831 -1.0478  -0.086
N 0.7386 -3.3265 -1.1523  0.025
C -0.0573 -3.6789 0.0248  -0.061
C -0.2581 -5.2041 0.2476  -0.672
N -1.3271 -5.3835 1.2401  0.093
N -0.6170 -5.7995 -1.0239  0.102
N 0.8954 -5.9133 0.7528  0.098
C 0.1581 -2.9687 -2.2448  -0.301
N -1.2530 -2.8978 -2.3785  0.081
C -1.3996 -1.6396 -3.1469  -0.137
C -0.1373 -1.6050 -4.0618  -0.379
P 0.5767 0.0667 -4.1379  0.732
O 1.2984 0.4378 -2.9025  -0.415
N 0.7524 -2.5913 -3.4078  0.125
H -2.9020 -0.3988 1.2739  0.048
H -3.3143 -1.2942 -0.1815  0.048
H -4.5612 -0.8131 0.9448  0.072
H -4.7337 1.3277 0.0905  0.108
H -4.0112 0.5954 -1.3340  0.093
H -1.8148 1.3432 -0.7218  0.092
H -2.9189 2.7043 -0.7511  0.069
H -2.1946 3.2373 1.2982  0.094
H -2.9753 1.7823 1.9197  0.113
H -0.1074 2.1422 1.0060  0.111
H -0.7995 0.5553 1.2308  0.090
H -1.2845 2.2879 3.5533  0.107
H 0.4407 2.1766 3.1882  0.109
H -0.8524 0.4315 4.8029  0.107
H -1.1483 -0.3880 3.3079  0.099
H 0.8371 -1.3357 4.1530  0.104
H 1.4447 0.1631 4.7706  0.106
H 1.4031 0.5897 1.9701  0.077
H 1.7489 -1.1171 2.1093  0.081
H 3.3742 0.6388 3.8746  0.106
H 3.8601 -0.7559 2.9685  0.106
H 3.5518 2.1165 2.0278  0.113
H 4.9804 1.1267 2.0311  0.115
H 3.8845 1.5803 -0.2042  0.116
H 2.6148 0.4869 0.2299  0.089
H 4.9196 -1.0301 0.7887  0.110
H 5.3903 -0.0281 -0.6120  0.115
H 3.3118 -0.7704 -1.7472  0.095
H 4.4932 -2.0569 -1.5194  0.115
H 3.1568 -2.5234 0.7077  0.119
H 1.9025 -1.5296 -0.0249  0.100
H 2.4696 -4.3086 -0.5607  0.112
H 2.6377 -3.3914 -2.0391  0.117
H -1.0357 -3.2253 -0.0762  0.113
H 0.4050 -3.2336 0.9041  0.130
H -2.1684 -4.9059 0.9292  0.078
H -1.0730 -4.9487 2.1231  0.083
H -1.6189 -5.7237 -1.1531  0.084
H -0.4113 -6.7905 -0.9674  0.092
H 1.5811 -6.0987 0.0366  0.075
H 1.3195 -5.4599 1.5496  0.089
H -1.4615 -3.6624 -3.0217  0.146
H -2.3237 -1.6340 -3.7060  0.131
H -1.3195 -0.8176 -2.4388  0.108
H -0.3422 -1.9198 -5.0889  0.121
H -0.5463 0.8673 -4.4056  0.036
H 1.3828 0.0870 -5.2862  0.025
H 1.7205 -2.2914 -3.3701  0.129
C -1.1422 7.3708 -0.4074  -0.106
C -2.0570 7.3196 -1.6258  -0.261
C -3.5354 7.1649 -1.2538  -0.187
C -3.8055 5.8894 -0.5934  -0.210
N -4.0160 4.8920 -0.0653  0.170
H -1.1850 6.4400 0.1605  0.068
H -0.1078 7.5283 -0.7112  0.073
H -1.4233 8.1873 0.2593  0.079
H -1.7576 6.4971 -2.2781  0.109
H -1.9484 8.2383 -2.2038  0.108
H -4.1596 7.2280 -2.1464  0.119
H -3.8453 7.9741 -0.5907  0.123


Record 3
# C25H56BF11MgO11P2S3SbV

C25H56BF11MgO11P2S3SbV as an isolated structure in a non-equilibrium geometry (wB97M-V/def2-TZVPD, the Open Molecules 2025 dataset).

Summary:
DFT total energy: -168667.95088 eV
2S+1: 1
E_LUMO: -5.31 eV

Last column: Löwdin charge in e.
Geometry (Å):
C 1.8811 -1.4670 -0.6465  -0.099
C 1.9699 -0.7873 0.7884  -0.214
C 0.5150 -0.4184 1.2814  -0.203
C -0.3132 0.4071 0.2187  -0.213
C 0.1070 1.9264 0.2097  -0.236
C 1.3266 2.2185 -0.7295  -0.200
Sb 0.7727 3.1259 -2.7010  1.323
F -0.7818 1.8304 -2.7390  -0.463
C -0.3810 4.7409 -1.7690  -0.269
C -1.8051 5.0088 -2.3871  -0.262
C -2.9290 3.9696 -1.9713  -0.198
C -4.3355 4.6423 -1.6868  -0.176
C -5.5196 3.8968 -2.4659  -0.155
C -6.4517 3.0784 -1.4608  -0.244
O -5.8630 1.8596 -1.0052  -0.210
C -6.3628 0.7292 -1.7282  -0.113
C 2.6364 4.3673 -2.5608  -0.300
C 3.9459 3.5076 -2.4396  -0.274
O 5.0355 4.2278 -1.8000  -0.065
C 6.2412 3.7113 -2.3337  -0.472
O 6.8133 4.3763 -3.1402  0.137
C 6.8625 2.3558 -1.8774  -0.115
C 6.4707 2.1357 -0.3445  -0.115
C 2.0235 1.4961 -3.7075  -0.483
S 0.8741 0.5764 -4.7607  0.965
C 0.4792 -1.0209 -3.9236  -0.442
C 1.7312 -1.9696 -4.0424  -0.139
P 0.2859 3.9625 -5.0444  0.620
O -1.1077 3.5673 -5.4670  -0.472
H 1.5452 -0.6515 -1.3545  0.008
H 2.8470 -1.8885 -1.0168  0.080
H 1.0427 -2.2081 -0.5943  0.106
H 2.3567 -1.5817 1.4841  0.122
H 2.6419 0.1213 0.7805  0.099
H -0.1011 -1.3052 1.6113  0.120
H 0.6134 0.2186 2.2135  0.108
H -1.3872 0.3814 0.5762  0.114
H -0.3285 -0.0575 -0.7996  0.081
H -0.8125 2.5341 0.0209  0.079
H 0.4365 2.1830 1.2619  0.125
H 2.0057 1.3333 -0.8605  0.049
H 1.9538 3.0160 -0.2276  0.093
H 0.2193 5.6866 -1.9306  0.076
H -0.5063 4.6518 -0.6579  0.085
H -2.1454 6.0031 -1.9583  0.115
H -1.7902 5.1744 -3.5037  0.089
H -2.6447 3.3306 -1.0991  0.101
H -3.0527 3.2751 -2.8496  0.100
H -4.5658 4.4614 -0.5952  0.106
H -4.3770 5.7390 -1.9081  0.105
H -5.1446 3.1512 -3.2118  0.104
H -6.2061 4.6440 -2.9607  0.111
H -7.4779 2.9069 -1.8842  0.115
H -6.5916 3.7688 -0.5741  0.122
H -6.1425 -0.2017 -1.1377  0.061
H -7.4796 0.7836 -1.8837  0.096
H -5.8400 0.6046 -2.7255  0.099
H 2.5525 5.1246 -1.7412  0.071
H 2.6835 4.9319 -3.5438  0.057
H 3.8231 2.5435 -1.8788  0.101
H 4.2970 3.3121 -3.4991  0.125
H 6.4955 1.4782 -2.4836  0.125
H 7.9798 2.3452 -1.9906  0.125
H 6.3609 3.1580 0.1001  0.043
H 7.3019 1.6202 0.2088  0.088
H 5.5039 1.5867 -0.2066  0.073
H 2.7477 1.9657 -4.4334  0.054
H 2.5356 0.8433 -2.9596  0.057
H 0.1903 -0.7660 -2.8700  0.058
H -0.3956 -1.4564 -4.4770  0.096
H 2.1083 -2.0768 -5.0907  0.081
H 1.4907 -2.9965 -3.6643  0.104
H 2.5872 -1.5709 -3.4279  0.071
H 0.4610 5.3830 -5.0361  0.017
H 1.2284 3.3207 -5.9252  0.004
O -3.2706 -3.3289 0.6230  -0.472
V -4.8268 -3.1040 -0.0273  0.869
O -6.5045 -2.9794 -0.5618  -0.732
B 4.8891 -4.5032 -1.0872  -1.187
F 5.0229 -5.9041 -1.2465  0.069
F 3.8856 -4.0143 -1.9887  0.031
F 4.5041 -4.2083 0.2486  0.058
F 6.1298 -3.8691 -1.3748  0.052
Mg -7.0201 -4.5655 1.4582  1.299
F -4.8714 -7.8811 2.8516  -0.207
P -3.3851 -7.2102 2.8113  0.295
F -3.0282 -5.7337 3.3969  -0.192
F -2.8090 -8.7201 2.6691  -0.172
F -2.0952 -7.0316 1.8496  -0.173
F -3.3284 -7.4531 4.4222  -0.232
F -4.2187 -6.4103 1.6374  -0.265
C -5.9254 -9.4741 8.3692  -0.187
C -5.7599 -7.9642 8.3380  -0.188
O -4.5480 -7.7395 7.6222  -0.186
S -4.3640 -8.9012 6.5034  0.656
O -4.8218 -8.4036 5.2611  -0.236
O -3.0822 -9.4846 6.6727  -0.200
O -5.4820 -9.9276 7.0934  -0.193
H -5.2862 -9.9248 9.1333  0.131
H -6.9591 -9.7729 8.5400  0.130
H -5.7012 -7.5324 9.3359  0.131
H -6.5744 -7.4885 7.7833  0.126
C 4.3991 3.8139 3.7021  -0.267
S 5.7419 2.9443 2.8685  0.785
O 5.3501 1.5144 2.7652  -0.531
C 6.9231 3.0859 4.2227  -0.260
H 3.5300 3.8133 3.0449  0.040
H 4.1492 3.3062 4.6348  0.059
H 4.7006 4.8431 3.9024  0.052
H 6.5144 2.6240 5.1226  0.060
H 7.1425 4.1388 4.4059  0.053
H 7.8387 2.5707 3.9346  0.053


Record 4
# C25H57BBrClNO18P4S3

C25H57BBrClNO18P4S3 as an isolated structure in a non-equilibrium geometry (wB97M-V/def2-TZVPD, the Open Molecules 2025 dataset).

Summary:
DFT total energy: -218103.69496 eV
2S+1: 1
net charge: -1
E_LUMO: 0.87 eV

Last column: Löwdin charge in e.
Geometry (Å):
O -1.7890 6.1676 4.6741  -0.347
S -1.8703 6.2374 3.2518  0.335
O -0.6282 6.0083 2.6000  -0.322
Cl -2.6144 8.1343 2.8325  0.318
C -3.0955 5.0792 2.5957  -0.259
C -3.3309 3.8419 3.4995  -0.212
C -3.1531 2.5008 2.7282  -0.165
C -1.6641 2.4329 2.2490  -0.190
C -1.2891 1.0305 1.7687  -0.306
O -1.7157 0.6561 0.4752  0.014
B -0.5769 1.0576 -0.3475  -0.825
N -0.4356 0.4451 -1.8029  0.175
C 0.5427 0.8636 -2.3359  -0.805
S 1.8268 1.6017 -2.9630  0.609
O 0.5453 0.4259 0.4265  -0.097
C 0.3418 0.9453 1.6892  -0.773
Br 1.3657 2.6833 1.5730  0.743
P 1.1878 0.0995 3.0927  0.213
O 2.7562 -0.1398 2.7428  -0.239
O 0.3987 -1.3000 3.3740  -0.210
S 1.1492 1.1656 4.7190  0.215
H -4.0473 5.6273 2.5277  0.087
H -2.7972 4.8285 1.5712  0.106
H -4.2836 3.8758 4.0444  0.111
H -2.5468 3.8499 4.2755  0.103
H -3.2541 1.6771 3.4518  0.118
H -3.8601 2.4137 1.8927  0.107
H -1.0677 2.6933 3.1382  0.088
H -1.5106 3.1694 1.4502  0.095
H -1.6070 0.1687 2.3778  0.148
H -0.5492 2.2520 -0.5054  0.102
H 2.9877 0.3180 1.9162  0.060
H 0.9863 -1.8443 3.9215  0.070
O 4.1628 -3.2789 5.3912  -0.238
P 5.5867 -3.6012 5.0492  0.643
O 5.9097 -4.6942 6.2673  -0.221
C 4.9831 -5.7178 6.6039  -0.296
C 5.2113 -6.9914 5.8096  -0.081
O 6.2584 -2.2715 5.7319  -0.221
C 5.4513 -1.1762 6.1685  -0.279
C 4.9621 -1.3900 7.5883  -0.074
O 7.0815 -3.8335 4.3866  -0.190
C 7.6134 -5.1057 4.0563  -0.285
C 6.9820 -5.6996 2.8115  -0.078
H 3.9512 -5.3855 6.4806  0.105
H 5.1237 -5.9298 7.6665  0.118
H 5.0912 -6.8104 4.7391  0.062
H 4.5001 -7.7643 6.1058  0.077
H 6.2191 -7.3789 5.9699  0.074
H 4.6265 -1.0017 5.4793  0.101
H 6.0754 -0.2815 6.1364  0.116
H 4.5009 -2.3690 7.7212  0.066
H 4.2354 -0.6234 7.8610  0.079
H 5.7986 -1.3408 8.2893  0.073
H 7.5608 -5.7817 4.9085  0.096
H 8.6790 -4.9503 3.8716  0.125
H 5.8907 -5.6662 2.8633  0.066
H 7.3010 -6.7338 2.6753  0.081
H 7.2770 -5.1315 1.9281  0.080
O 2.9620 -0.7946 -6.2928  -0.227
P 4.1979 -0.8582 -7.1249  0.605
O 4.3625 -2.4977 -7.3375  -0.214
C 3.2326 -3.3236 -7.5872  -0.293
C 2.9323 -3.4635 -9.0686  -0.081
O 5.3331 -0.5842 -5.9876  -0.216
C 4.9815 -0.1955 -4.6553  -0.285
C 4.7290 -1.4037 -3.7768  -0.074
O 5.3694 -0.4986 -8.2275  -0.190
C 5.3934 -1.0098 -9.5495  -0.288
C 4.3608 -0.3571 -10.4490  -0.080
H 2.3460 -2.9646 -7.0626  0.107
H 3.4680 -4.3080 -7.1762  0.118
H 2.7054 -2.4924 -9.5141  0.059
H 2.0753 -4.1198 -9.2287  0.078
H 3.7858 -3.8837 -9.6045  0.074
H 4.1282 0.4808 -4.6594  0.067
H 5.8252 0.3695 -4.2543  0.115
H 4.0320 -2.1061 -4.2348  0.071
H 4.3269 -1.0950 -2.8111  0.075
H 5.6597 -1.9513 -3.6078  0.072
H 5.3113 -2.0961 -9.5476  0.096
H 6.3900 -0.7926 -9.9413  0.123
H 3.3719 -0.3541 -9.9839  0.066
H 4.3028 -0.8761 -11.4068  0.081
H 4.6272 0.6838 -10.6394  0.078
O -8.8184 1.3281 0.5962  -0.240
P -8.3207 2.6084 0.0067  0.602
O -9.0253 2.5707 -1.4954  -0.210
C -10.3626 2.1230 -1.6726  -0.294
C -11.3719 3.2510 -1.5580  -0.080
O -6.7913 2.1878 -0.3629  -0.209
C -6.2323 0.9405 0.0552  -0.280
C -6.5233 -0.1591 -0.9467  -0.071
O -7.8167 4.1665 -0.1563  -0.186
C -8.6662 5.2398 -0.5293  -0.283
C -9.5936 5.6693 0.5914  -0.080
H -10.6181 1.3260 -0.9726  0.105
H -10.4184 1.6946 -2.6758  0.118
H -11.3323 3.7111 -0.5682  0.059
H -12.3854 2.8806 -1.7208  0.077
H -11.1739 4.0313 -2.2952  0.075
H -6.5794 0.6774 1.0541  0.105
H -5.1524 1.0800 0.1273  0.111
H -7.5818 -0.2086 -1.2069  0.067
H -6.2166 -1.1280 -0.5505  0.079
H -5.9806 0.0225 -1.8759  0.080
H -9.2063 5.0069 -1.4462  0.098
H -8.0080 6.0740 -0.7820  0.126
H -10.1133 4.8131 1.0291  0.065
H -10.3309 6.3854 0.2263  0.082
H -9.0254 6.1424 1.3938  0.078